Entry 1:
54
Properties=species:S:1:pos:R:3:forces:R:3 method="wB97M-V/def2-TZVPD" e_tot_ev=-67425.333 relative_energy_kcal_mol=91.7 charge=+1 lumo_ev="-3.084 / -4.213"
Sr -0.30872 -0.92832 0.59398 0.046 -0.853 -1.180
P -0.21377 -1.30055 -2.63948 -0.680 -0.150 -0.392
C 1.49912 -0.94477 -2.53052 0.642 0.056 -0.059
C 2.14064 0.09709 -1.75691 1.098 0.188 1.451
N 1.65110 0.51943 -0.52677 -0.337 0.296 -0.862
C 2.23568 1.56441 0.09815 -0.121 -0.003 -0.207
C 3.37570 2.18940 -0.40576 0.171 0.045 0.342
C 4.00013 1.69212 -1.55218 -1.038 -0.472 -0.114
C 3.40077 0.60647 -2.18774 -0.357 0.184 -0.424
C 1.55167 2.20081 1.33206 0.101 -0.667 -0.427
P 0.93262 1.06323 2.62829 -0.173 -1.595 -1.032
H 3.82643 0.19835 -3.10865 -0.129 0.184 0.326
H 3.78046 3.04515 0.13538 -0.077 -0.189 -0.260
H 4.85050 2.19465 -2.00161 0.072 -0.239 0.253
H 2.29887 2.82957 1.84037 -0.490 0.167 -0.276
H 0.67700 2.76457 0.97599 0.347 0.157 0.157
H 2.52472 -5.09961 0.06659 0.033 -0.182 0.220
H 2.19104 -1.61957 -3.02770 -0.044 0.100 -0.109
H 1.25746 -2.16007 3.26838 -0.579 -1.000 0.243
O 2.60309 -4.75344 -0.82250 0.419 -0.427 -0.775
H 3.08135 -5.44594 -1.33006 -0.492 0.675 0.577
H -0.39786 0.53899 2.04357 -0.439 0.775 -0.210
O 1.69068 -2.67811 2.56410 0.823 2.928 0.125
H 2.36028 -1.93175 2.43989 -0.445 -1.811 -0.534
C 2.49113 0.54789 3.47171 0.787 0.924 1.046
H 2.97127 1.47047 3.87168 -0.008 -0.596 0.125
H 2.26550 -0.13914 4.31524 0.235 0.438 -0.516
H 3.23379 0.09669 2.77396 -0.775 0.237 0.278
C -0.25465 1.93185 3.70127 0.913 -0.303 0.014
H -0.74749 1.11019 4.26102 0.187 0.749 -0.012
H 0.31686 2.62775 4.32170 -0.697 0.128 0.216
H -0.99011 2.37484 2.99886 0.512 0.029 0.721
C -1.01040 0.22504 -3.29768 -0.425 0.275 0.030
H -1.29132 0.09420 -4.36008 0.281 0.000 0.506
H -1.92459 0.41853 -2.70730 0.606 0.049 -0.331
H -0.30591 1.06778 -3.20972 -0.393 -0.252 0.019
C -0.48202 -2.53806 -4.00813 0.101 -0.345 0.106
H -1.53202 -2.90093 -3.92922 0.649 0.415 -0.060
H -0.31255 -2.12761 -5.03368 -0.041 -0.213 0.922
H 0.15398 -3.43084 -3.83806 -0.242 0.550 -0.145
F -4.40699 1.94042 -1.40425 0.266 -0.963 0.460
C -4.43367 0.64406 -1.01126 -0.707 0.177 -0.912
F -5.72187 0.36841 -0.65769 1.255 0.114 -0.018
F -4.16858 -0.11432 -2.11136 0.033 0.592 0.930
C -3.38251 0.35160 0.14255 0.789 -0.085 -0.132
O -2.07390 0.33983 -0.25904 -1.358 0.033 0.162
C -3.57924 1.39685 1.28236 -0.225 1.252 1.094
F -4.86021 1.66297 1.63418 0.897 -0.331 -0.588
F -2.96514 0.98254 2.44632 -0.320 0.128 -0.990
F -3.00016 2.57662 0.94997 -0.347 -0.922 0.157
C -3.71435 -1.04083 0.72911 -0.799 -1.483 0.455
F -4.79478 -1.09731 1.52711 0.810 0.071 -0.670
F -3.84290 -1.99530 -0.23007 0.204 0.954 0.858
F -2.64614 -1.48630 1.53364 -0.539 0.215 -0.556

Entry 2:
44
Properties=species:S:1:pos:R:3:forces:R:3 method="wB97M-V/def2-TZVPD" e_tot_ev=-33012.398 s_squared=2.07 multiplicity=3 relative_energy_kcal_mol=0.0 charge=+2 lumo_ev="-9.735 / -9.781"
C 0.41916 3.22442 -2.22125 -0.135 -0.020 0.283
C -0.85482 2.91571 -1.74402 -0.127 -0.292 0.358
C -1.05796 1.85442 -0.83909 0.249 0.309 -0.464
C 0.06613 1.16047 -0.35841 0.086 -1.616 0.730
C 1.35543 1.49883 -0.80667 0.125 0.251 -0.430
C 1.51992 2.51055 -1.75401 -0.098 -0.308 0.335
C -2.48465 1.43705 -0.56718 -0.577 0.458 -0.054
C -2.77195 -0.01666 -0.17268 0.099 0.331 -0.580
N -1.78502 -1.01330 -0.69349 -0.063 -0.883 -0.556
Mo -0.26069 -0.65491 0.85779 -2.514 5.086 1.619
C 2.55384 0.74245 -0.30720 -0.179 -0.016 0.477
P 2.01077 -0.87387 0.45122 3.155 0.816 -2.148
H -1.72695 3.46306 -2.10847 0.281 -0.137 0.041
H 2.51643 2.70823 -2.12145 0.021 0.179 -0.093
H 0.55154 4.01480 -2.96060 -0.058 -0.227 0.202
H 3.07559 1.28647 0.50102 -0.215 -0.045 -0.322
H 3.29237 0.55887 -1.10661 -0.246 -0.101 0.351
H -2.92290 2.07718 0.21587 0.136 -0.155 -0.178
H -3.05683 1.68086 -1.47550 0.087 -0.165 0.311
H -2.78771 -0.14021 0.92654 -0.130 -0.038 -0.024
C 3.41981 -1.21037 1.51993 -0.295 -0.383 1.070
C 2.26322 -2.03221 -0.93608 -0.489 -0.423 0.085
H -3.75996 -0.33487 -0.55610 0.306 0.418 0.427
C -1.28490 -0.79063 -2.09928 -0.032 -0.247 -0.425
C -2.46967 -2.36600 -0.65938 -0.124 -0.314 0.250
H 0.11270 -2.43771 1.09877 -1.665 -0.946 -0.111
H -1.81880 -1.47348 -2.77590 0.238 0.357 0.164
H -1.43731 0.24016 -2.44761 0.205 -0.504 0.275
H -0.21386 -1.04537 -2.11461 -0.492 0.223 -0.255
H -2.76316 -2.69509 -1.66928 0.097 0.249 0.478
H -1.78711 -3.11431 -0.24697 -0.322 -0.118 -0.314
H -3.37852 -2.32221 -0.03808 0.488 -0.053 -0.112
H 3.33949 -2.18914 -1.08196 -0.287 0.052 0.001
H 1.77982 -2.99018 -0.70248 0.278 0.060 -0.177
H 1.81295 -1.63720 -1.85254 0.165 -0.031 0.135
H 4.33201 -1.31116 0.91936 -0.336 0.105 -0.075
H 3.54927 -0.39405 2.23922 -0.050 -0.202 -0.075
H 3.25465 -2.14314 2.06604 0.190 0.082 0.051
H -0.77262 -2.47383 0.97950 2.051 -0.498 0.583
N -0.23586 0.10572 2.71663 0.578 -1.877 -2.903
C -0.34047 0.58984 3.80260 -1.239 2.280 3.044
N -0.64296 1.28610 4.79852 0.640 -1.771 -2.671
C -0.38652 1.14874 6.08201 0.458 0.269 2.918
N -0.22388 1.15601 7.24187 -0.262 -0.155 -2.219

Entry 3:
48
Properties=species:S:1:pos:R:3:forces:R:3 method="wB97M-V/def2-TZVPD" e_tot_ev=-34167.673 relative_energy_kcal_mol=32.6 charge=+1 lumo_ev=-2.730
O -3.86589 2.85675 4.03796 0.073 -0.046 0.128
O 4.20675 -2.31855 -3.81662 0.025 -0.345 1.036
O -1.85045 2.82056 -1.07187 -0.030 -0.241 -0.117
O 1.75619 -3.09953 -2.82116 0.893 0.007 -0.430
O 3.16249 -4.74908 1.42580 0.173 0.197 -0.129
O 5.15530 -3.07406 -0.43428 -0.158 0.192 -0.318
C -3.64172 2.46139 2.90971 -2.129 0.427 0.831
C 4.14944 -2.53324 -2.60992 0.264 0.575 -1.612
C -2.06903 3.06662 0.11153 -0.587 0.066 -0.201
C 2.84631 -2.85960 -2.01627 -0.236 -0.691 3.092
C -0.42979 -1.09972 -0.27252 -0.597 0.532 -0.303
C 2.73857 -2.95064 -0.64749 0.362 0.146 -2.055
C -1.33817 -0.07957 -0.32967 0.122 0.016 0.689
C -0.69802 -0.52796 -2.40328 0.203 -0.054 0.739
N -0.04477 -1.36501 -1.57549 -0.589 0.590 -0.013
N -2.54208 4.25677 0.50225 -0.063 0.003 0.708
N -2.37093 2.30496 2.52352 2.126 -0.242 -1.396
N -1.49379 0.25936 -1.65972 0.804 -0.887 -0.285
C -4.80520 2.16368 1.98146 0.279 0.100 0.075
C 5.37266 -2.41318 -1.70123 -0.938 -0.554 0.848
C -2.87068 5.35926 -0.40281 0.221 -0.205 -0.257
C 3.82782 -3.48569 1.57463 0.066 -0.509 0.220
C 3.93950 -2.70768 0.24760 0.179 -0.626 -0.544
C -2.10179 0.51936 0.83209 -0.172 0.276 -1.093
C -1.79371 1.99433 1.19746 -0.177 0.111 0.923
H 2.08419 -3.24469 -3.73720 -0.172 0.300 0.504
H 3.32502 -5.32093 2.19818 0.046 0.558 -0.494
H -0.10681 -1.62281 0.62071 0.133 -0.063 -0.504
H 1.80255 -3.25862 -0.19416 0.013 0.016 0.041
H -0.55959 -0.46012 -3.47942 -0.077 -0.088 0.396
H 0.62626 -2.08130 -1.86952 -0.258 0.178 -0.349
H -2.69105 4.40366 1.48963 0.060 -0.045 -0.083
H -1.71821 2.49675 3.27144 -0.036 0.032 -0.064
H -1.96539 1.11140 -1.97102 0.132 -0.043 0.209
H -4.93758 1.08685 1.90246 -0.034 -0.087 -0.135
H -4.65703 2.60392 1.00022 -0.001 -0.125 -0.262
H -5.70853 2.58839 2.42074 0.220 -0.059 0.026
H 6.23100 -2.86991 -2.20313 -0.221 -0.054 0.226
H 5.60095 -1.35580 -1.54055 -0.091 0.155 -0.068
H -3.53888 5.00993 -1.19277 0.099 0.009 0.071
H -1.96060 5.74989 -0.86276 -0.113 -0.018 -0.011
H -3.36418 6.16494 0.14474 0.125 -0.282 0.068
H 3.26591 -2.88361 2.29549 0.006 0.189 -0.105
H 4.83049 -3.64269 1.98609 -0.010 0.206 -0.213
H 3.99000 -1.64187 0.49573 0.044 0.113 0.116
H -1.91295 -0.10102 1.71060 0.059 0.179 -0.074
H -3.16157 0.42423 0.59778 -0.123 -0.014 0.087
H -0.71299 2.04387 1.33504 0.089 0.101 0.079

Entry 4:
47
Properties=species:S:1:pos:R:3:forces:R:3 method="wB97M-V/def2-TZVPD" e_tot_ev=-31569.586 smiles="[H]/N=C(/N)NCCC[C@H](NC(=O)[C@@H](N)Cc1ccc(O)cc1)C(=O)O" relative_energy_kcal_mol=24.7 charge=0 lumo_ev=0.259
H -0.15012 1.02614 -6.28974 -0.147 0.417 -0.258
N -0.26870 2.03768 -6.44132 0.447 -0.921 0.185
C -0.47518 2.60336 -5.31861 -0.566 -0.601 0.102
N -0.77391 3.94835 -5.30146 1.387 2.548 0.363
N -0.56024 2.01799 -4.07544 0.437 -1.242 0.448
C -1.35128 2.57270 -2.98476 -0.590 0.142 -0.424
C -1.56345 1.50789 -1.89983 -0.359 0.078 0.757
C -0.23450 1.01649 -1.25797 0.819 2.106 -1.517
C -0.19541 -0.40474 -0.89485 -1.500 -1.062 0.866
N 0.95885 -0.70376 -0.06989 -0.839 1.176 -1.679
C 1.01333 -1.75655 0.72344 1.564 -0.807 2.020
O 0.14522 -2.62763 0.82224 0.289 0.546 -0.445
C 2.25424 -1.77160 1.67732 0.808 -0.312 -0.539
N 3.61977 -1.54505 1.09925 -1.231 0.246 -0.285
C 2.08758 -0.77276 2.84469 -0.595 -0.562 -0.239
C 0.77694 -0.97933 3.60406 0.566 0.497 -0.253
C -0.31828 -0.16963 3.28802 0.712 -0.787 0.469
C -1.50830 -0.36225 3.97849 -0.648 0.298 -0.391
C -1.63173 -1.34482 4.94344 1.132 0.056 -0.179
O -2.78032 -1.57648 5.64287 -1.289 0.938 -0.764
C -0.49598 -2.12382 5.26612 -2.022 -0.269 1.077
C 0.69188 -1.95550 4.61701 0.435 0.559 -1.085
C -0.31305 -1.34657 -2.06495 0.589 0.335 -2.521
O -0.27633 -0.95423 -3.23452 -0.252 -0.599 1.859
O -0.44048 -2.63066 -1.79660 0.080 -0.624 0.036
H -0.56122 4.33585 -6.22068 -0.402 -0.343 0.013
H -0.13135 4.50121 -4.67866 -1.075 -0.943 -0.343
H -0.57320 0.98917 -4.04839 0.281 0.655 -0.323
H -2.32379 2.87874 -3.42847 0.349 0.061 0.690
H -0.86016 3.46185 -2.55739 -0.182 -0.206 -0.076
H -2.17318 0.67626 -2.31313 0.652 0.278 0.107
H -2.19932 1.92177 -1.09687 0.181 0.045 -0.354
H 0.54048 1.26098 -1.99432 0.065 -0.573 -0.344
H 0.16289 1.64698 -0.44659 -0.959 -0.164 0.350
H -1.12731 -0.60785 -0.33701 0.410 -0.133 0.399
H 1.72064 -0.08758 -0.32785 0.382 -0.558 0.762
H 2.31523 -2.80588 2.02807 -0.393 0.180 0.300
H 3.73117 -2.09658 0.25011 0.126 0.175 0.158
H 3.77488 -0.56050 0.87323 -0.036 -0.316 0.015
H 2.95871 -1.00204 3.48092 -0.300 0.656 -0.118
H 2.08999 0.26411 2.42055 0.362 -0.738 0.479
H -0.19799 0.58765 2.50891 -0.256 -0.156 0.297
H -2.37098 0.24795 3.72999 -0.031 0.047 0.038
H -3.53230 -1.02889 5.25798 1.534 -1.014 0.710
H -0.72947 -2.82565 6.07937 0.744 0.026 -0.423
H 1.58596 -2.56006 4.78932 -0.427 0.085 0.290
H -0.31020 -2.90277 -0.84609 -0.253 0.779 -0.235

Entry 5:
41
Properties=species:S:1:pos:R:3:forces:R:3 method="wB97M-V/def2-TZVPD" e_tot_ev=-21511.961 smiles=COCCCCC[C@@]1(c2ccccn2)CCCO1 relative_energy_kcal_mol=58.7 charge=0 lumo_ev=0.849
C -0.16715 -0.02473 3.98491 -0.262 -0.728 -0.291
O -1.28096 -0.90763 4.04210 0.147 0.383 -0.064
C -2.40859 -0.39062 3.35376 -0.297 -0.450 0.018
C -2.67364 -1.09682 2.00498 0.401 0.244 0.559
C -1.45044 -1.78536 1.38313 -0.507 -0.102 -0.832
C -1.47006 -1.62533 -0.14127 -0.114 0.718 0.225
C -1.06546 -0.21058 -0.59360 0.161 -0.325 0.033
C 0.36737 -0.12469 -1.09927 0.261 -0.486 -1.405
C 0.84319 1.26494 -1.55199 -0.038 -0.993 1.364
C -0.05509 2.09563 -2.18917 -0.267 0.354 -0.311
C 0.36262 3.32113 -2.65842 0.013 -0.330 0.165
C 1.68337 3.65730 -2.42657 -0.392 0.609 -0.429
C 2.48415 2.77564 -1.75853 1.075 -0.429 0.445
N 2.12225 1.56511 -1.31027 -0.702 0.874 -0.478
C 1.40335 -0.87782 -0.31118 0.918 -1.267 0.971
C 2.43473 -1.45034 -1.33000 -0.890 1.071 0.677
C 1.64073 -1.32500 -2.63612 1.680 0.752 -0.660
O 0.34511 -0.87052 -2.36078 -0.605 -0.443 0.334
H -0.27885 0.78345 4.70456 0.103 0.177 0.051
H 0.71811 -0.62112 4.18221 0.126 0.033 0.307
H -0.05152 0.36384 2.97320 0.013 0.319 -0.073
H -2.32717 0.68652 3.21633 0.200 0.165 -0.009
H -3.26900 -0.55986 3.99830 -0.107 0.088 0.128
H -3.09279 -0.35863 1.32446 -0.057 0.081 -0.150
H -3.44464 -1.84206 2.17261 -0.138 -0.143 -0.125
H -1.54181 -2.84661 1.58894 0.381 -0.173 0.324
H -0.51018 -1.40922 1.76702 0.088 -0.067 0.246
H -2.49735 -1.77056 -0.46808 -0.086 -0.312 -0.155
H -0.84007 -2.33851 -0.66057 -0.019 -0.262 -0.013
H -1.21802 0.50846 0.20960 -0.107 0.185 0.057
H -1.70740 0.03463 -1.43114 -0.099 0.403 -0.085
H -1.07407 1.78157 -2.32302 -0.155 -0.096 -0.061
H -0.32883 3.96809 -3.17113 -0.014 0.209 -0.093
H 2.08550 4.59840 -2.76356 0.088 0.136 0.002
H 3.50896 3.06949 -1.56256 0.100 -0.125 0.032
H 1.87197 -0.31313 0.48826 0.157 0.416 -0.157
H 1.02103 -1.75709 0.20187 -0.717 0.138 -0.065
H 3.25796 -0.75002 -1.26665 0.420 -0.170 -0.574
H 2.77478 -2.44861 -1.08896 -0.103 -0.203 0.100
H 1.64755 -2.20272 -3.27360 -0.463 -0.349 0.201
H 2.18035 -0.56662 -3.21981 -0.192 0.099 -0.209

> What is the charge in the fifth record?

0

> Which of these has the highest charge?

C15H23MoN4P